A single C7H9NO2 molecule at a distorted geometry, computed with ωB97M-V with the def2-TZVPD basis set.

Results
spin multiplicity: 1
max |F|: 2.99 eV Å⁻¹
highest occupied orbital energy: -0.3029 Ha
energy above the lowest of the compared OMol25 structures with the same formula, charge and spin: 35.24 kcal/mol
total charge: 0
structure (SMILES): CCc1[nH]ccc(=O)c1O

Last columns: bonded neighbours and bond lengths (Å).
Geometry (Å):
1 C -2.322 0.261 1.294  C2 1.581, H8 1.102, H9 1.075, H10 1.127
2 C -1.686 0.394 -0.147  C1 1.581, C3 1.512, H11 1.185, H12 1.185
3 C -0.231 0.008 -0.295  C2 1.512, C4 1.367, N17 1.368
4 C 0.635 0.588 -1.179  C3 1.367, C5 1.440, O18 1.358
5 C 2.035 0.262 -1.098  C4 1.440, C6 1.546, O19 1.246
6 C 2.438 -0.633 0.097  C5 1.546, C7 1.348, H14 1.144
7 C 1.479 -1.345 0.720  C6 1.348, H15 1.054, N17 1.344
8 H -3.394 0.013 1.360  C1 1.102
9 H -2.226 1.125 1.926  C1 1.075
10 H -1.840 -0.616 1.813  C1 1.127
11 H -1.887 1.500 -0.523  C2 1.185
12 H -2.297 -0.352 -0.837  C2 1.185
13 H 1.193 1.588 -2.514  O18 0.985
14 H 3.556 -0.820 0.257  C6 1.144
15 H 1.667 -1.938 1.571  C7 1.054
16 H -0.528 -1.535 0.881  N17 0.966
17 N 0.194 -1.055 0.454  C3 1.368, C7 1.344, H16 0.966
18 O 0.377 1.663 -1.968  C4 1.358, H13 0.985
19 O 2.839 0.891 -1.811  C5 1.246